CH2OS | ωB97M-V with the def2-TZVPD basis set

Values from the calculation:
ΔE to the lowest compared entry with this formula, charge and spin   15.03 kcal per mole
SMILES   O=CS
Lowest unoccupied orbital energy   0.0191 hartree
Kohn-Sham gap   10.55 eV
Net charge   0

Each line ends with the Mulliken charge.
Geometry (Å):
C1 0.3775 0.3628 -0.0066  0.15
H1 -0.6998 -1.2595 0.2205  0.18
H2 0.5930 1.5558 -0.0379  0.27
O1 1.1710 -0.5049 -0.0983  -0.38
S1 -1.4418 -0.1543 -0.0777  -0.22

***

C5H16N2S | ωB97M-V with the def2-TZVPD basis set

Values from the calculation:
ΔE to the lowest compared entry with this formula, charge and spin   43.13 kcal per mole
Lowest unoccupied orbital energy   0.0200 hartree
Kohn-Sham gap   9.08 eV
Net charge   0

Each line ends with the Mulliken charge.
Geometry (Å):
C1 -1.9243 -0.3122 1.2708  -0.47
C2 -2.2073 0.6004 0.0892  -0.14
C3 -3.0513 1.8213 0.5340  -1.31
N1 -1.3481 -1.6071 0.7859  -0.55
H1 -1.2806 0.1431 2.0043  0.25
H2 -2.8678 -0.6024 1.7340  0.40
H3 -2.7655 0.0499 -0.7066  0.31
H4 -1.3177 0.9427 -0.4427  0.12
H5 -3.8153 1.5529 1.2563  0.34
H6 -2.3492 2.5108 1.0040  0.33
H7 -3.5605 2.3055 -0.3103  0.35
H8 -1.3864 -1.6368 -0.2346  0.25
H9 0.2081 -1.0429 0.0613  0.22
H10 -1.7688 -2.4358 1.1896  0.23
C4 3.6163 -0.0544 -1.0273  -0.55
C5 2.5091 -1.0935 -1.2664  -0.59
S1 0.8528 -0.2931 -1.5275  -0.37
N2 3.3576 0.8426 0.1069  -0.61
H11 3.6749 0.5458 -1.9280  0.32
H12 4.6132 -0.5479 -0.8741  0.33
H13 2.4013 -1.7000 -0.3623  0.31
H14 2.7986 -1.6683 -2.1351  0.35
H15 3.1067 0.3369 0.9444  0.24
H16 2.5043 1.3423 -0.1658  0.27

***

C41H38BrN8O6STi | ωB97M-V with the def2-TZVPD basis set

Values from the calculation:
ΔE to the lowest compared entry with this formula, charge and spin   0.00 kcal per mole
Multiplicity   2
Lowest unoccupied orbital energy (alpha / beta)   -0.0216 / -0.0270 hartree
Kohn-Sham gap (alpha / beta)   5.98 / 7.59 eV
Net charge   0

Each line ends with the Mulliken charge.
Geometry (Å):
Ti1 0.0274 0.2780 0.7515  -1.66
O1 -1.7386 3.8561 1.9499  -0.80
C1 -0.7014 4.3242 2.6894  0.08
C2 -0.6186 5.6969 2.8909  -0.49
C3 0.4092 6.2285 3.6547  -0.44
C4 1.3652 5.3980 4.2282  -0.87
C5 1.2825 4.0313 4.0074  -0.48
C6 0.2648 3.4780 3.2384  0.13
C7 0.2999 2.0074 2.9460  1.94
O2 0.6583 1.7311 1.6266  0.40
N1 -1.0465 1.4040 3.1429  -0.94
N2 -1.1940 0.2249 2.3433  1.29
C8 -1.6312 -0.8413 3.0311  -0.76
C9 -2.2280 -2.0058 2.5015  0.40
Br1 -2.7244 -1.9727 0.6589  -0.10
C10 -2.4403 -3.1816 3.1643  -1.15
C11 -2.2600 -3.4251 4.6022  0.77
C12 -1.8308 -4.6919 5.0143  -0.65
C13 -1.6178 -4.9796 6.3526  -0.55
C14 -1.8526 -4.0121 7.3221  -0.52
C15 -2.3279 -2.7660 6.9363  -0.68
C16 -2.5315 -2.4755 5.5946  -0.13
H1 -1.8174 2.8964 2.1206  0.43
H2 -1.3801 6.3274 2.4490  0.44
H3 0.4563 7.2992 3.8126  0.38
H4 2.1649 5.8089 4.8299  0.43
H5 2.0369 3.3680 4.4197  0.44
H6 1.0313 1.5500 3.6178  -0.70
H7 -1.1861 1.1895 4.1271  0.38
H8 -1.4750 -0.8172 4.1028  -0.02
H9 -2.7143 -4.0402 2.5636  0.41
H10 -1.6455 -5.4520 4.2634  0.43
H11 -1.2707 -5.9639 6.6412  0.39
H12 -1.6868 -4.2349 8.3680  0.41
H13 -2.5577 -2.0174 7.6849  0.44
H14 -2.9637 -1.5219 5.3207  0.58
C17 2.0338 0.4257 -1.9079  -1.15
N3 1.5459 1.1935 -0.7493  0.26
C18 0.9505 2.5035 -1.0964  -1.61
C19 -0.5452 2.4084 -1.1299  -0.07
N4 -1.2321 1.6165 -0.3359  1.99
C20 -2.5725 1.9872 -0.4862  -0.19
C21 -3.7165 1.5374 0.1617  -0.46
C22 -4.9148 2.1458 -0.1663  -1.02
C23 -4.9791 3.1792 -1.1119  -0.54
C24 -3.8408 3.6499 -1.7410  -1.22
C25 -2.6443 3.0382 -1.3962  0.78
N5 -1.3297 3.2914 -1.7656  0.14
C26 0.9839 0.0840 -2.9232  0.36
N6 0.0987 0.9157 -3.3937  -0.40
C27 -0.6876 0.1502 -4.2502  0.65
C28 -1.8240 0.5029 -4.9765  -0.66
C29 -2.4536 -0.4858 -5.7083  -0.65
C30 -1.9691 -1.8044 -5.7237  -0.43
C31 -0.8427 -2.1679 -5.0103  -1.18
C32 -0.2171 -1.1629 -4.2791  0.61
N7 0.8877 -1.1677 -3.4469  -0.05
H15 2.4613 -0.4899 -1.5001  0.27
H16 2.8305 0.9729 -2.4205  0.52
H17 2.2998 1.2990 -0.0712  0.28
H18 1.3183 2.8726 -2.0521  0.61
H19 1.2026 3.2188 -0.3145  0.42
H20 -3.6624 0.7482 0.8975  0.28
H21 -5.8243 1.8195 0.3217  0.46
H22 -5.9365 3.6270 -1.3444  0.40
H23 -3.8828 4.4614 -2.4565  0.45
H24 -1.0147 3.9404 -2.4649  0.29
H25 -2.2068 1.5159 -4.9506  0.43
H26 -3.3467 -0.2459 -6.2712  0.38
H27 -2.4947 -2.5529 -6.3024  0.38
H28 -0.4768 -3.1863 -5.0071  0.43
H29 1.2697 -1.9967 -3.0130  0.38
C33 1.4769 -0.7488 8.1056  -1.57
C34 1.7888 -0.7673 6.6313  0.66
C35 2.7487 0.0826 6.0903  -0.70
C36 3.0455 0.0591 4.7346  -0.52
C37 2.3712 -0.8233 3.9063  -0.21
C38 1.4196 -1.6937 4.4282  -0.42
C39 1.1366 -1.6637 5.7837  -0.31
S1 2.7001 -0.8162 2.1696  1.45
O3 3.1459 0.5146 1.8349  -0.73
O4 3.6193 -1.8892 1.8896  -0.84
N8 1.2520 -1.1133 1.4967  0.49
C40 1.0926 -2.4393 0.8519  -0.77
C41 0.5548 -2.2008 -0.5484  0.48
O5 0.7436 -2.9864 -1.4510  -0.80
O6 -0.0815 -1.0479 -0.6495  -0.21
H30 1.7693 0.1957 8.5638  0.38
H31 2.0137 -1.5492 8.6202  0.34
H32 0.4122 -0.9068 8.2816  0.30
H33 3.2706 0.7781 6.7379  0.38
H34 3.7850 0.7291 4.3133  0.51
H35 0.8966 -2.3881 3.7807  0.43
H36 0.3893 -2.3394 6.1880  0.44
H37 0.3766 -3.0689 1.3893  0.15
H38 2.0395 -2.9663 0.7960  0.70